(1)
Density functional theory data (the ωB97M-V functional and the def2-TZVPD basis) for a structure of composition C21H49InN3O6S.

```
81
Properties=species:S:1:pos:R:3
C -0.733 -1.900 1.251
C -2.184 -2.297 0.965
C -2.686 -2.016 -0.446
C -1.918 -2.654 -1.600
O -0.619 -2.167 -1.747
In 0.917 -3.555 -1.888
C 2.486 -3.305 -0.378
C 0.187 -5.638 -2.075
C 0.065 -6.340 -0.732
C 1.337 -7.034 -0.306
O -0.322 -5.441 0.324
N 1.852 -3.105 -3.861
C 2.984 -2.814 -3.813
S 4.552 -2.416 -3.751
H -0.047 -2.699 0.978
H -0.584 -1.705 2.313
H -0.448 -1.034 0.661
H -2.354 -3.342 1.237
H -2.820 -1.723 1.647
H -3.706 -2.414 -0.507
H -2.776 -0.946 -0.638
H -2.490 -2.422 -2.515
H -1.971 -3.753 -1.505
H 2.841 -2.276 -0.350
H 3.332 -3.939 -0.647
H 2.133 -3.620 0.601
H -0.789 -5.628 -2.563
H 0.879 -6.163 -2.732
H -0.721 -7.107 -0.800
H 2.178 -6.344 -0.257
H 1.203 -7.499 0.671
H 1.550 -7.825 -1.023
H -1.125 -5.003 0.022
C -6.091 4.959 2.107
O -6.436 4.994 0.738
C -5.433 5.535 -0.114
C -4.816 4.473 -0.997
N -4.015 3.535 -0.226
C -3.549 2.363 -0.968
C -4.585 1.408 -1.551
O -5.317 0.677 -0.586
C -6.426 1.345 -0.024
H -6.991 4.697 2.661
H -5.321 4.212 2.322
H -5.741 5.937 2.453
H -4.664 6.046 0.473
H -5.920 6.278 -0.752
H -4.171 4.964 -1.732
H -5.633 3.984 -1.546
H -4.548 3.223 0.574
H -2.914 1.785 -0.294
H -2.907 2.710 -1.783
H -4.035 0.663 -2.130
H -5.270 1.904 -2.251
H -6.902 2.020 -0.742
H -6.153 1.910 0.873
H -7.150 0.586 0.274
C 4.923 3.311 3.630
O 4.224 3.432 2.411
C 4.946 4.075 1.370
C 5.330 3.109 0.271
N 6.336 2.158 0.721
C 6.610 1.066 -0.215
C 5.482 0.106 -0.572
O 5.068 -0.725 0.492
C 4.090 -0.188 1.357
H 4.211 2.969 4.380
H 5.739 2.582 3.571
H 5.333 4.274 3.951
H 5.832 4.580 1.769
H 4.286 4.837 0.946
H 5.740 3.682 -0.567
H 4.411 2.620 -0.078
H 6.042 1.760 1.603
H 7.421 0.472 0.215
H 6.996 1.503 -1.142
H 5.864 -0.572 -1.339
H 4.619 0.614 -1.019
H 3.398 0.471 0.826
H 4.539 0.358 2.195
H 3.523 -1.024 1.766
```

Computed properties:
- Total charge: -1
- Energy: -2033.52338 Ha
- Gap between HOMO and LUMO: 7.35 eV
- Multiplicity: 1
- HOMO level: -5.09 eV

(2)
Density functional theory data (the ωB97M-V functional and the def2-TZVPD basis) for a cluster of 13 separate species, C26H52Cl26 in total at a distorted geometry.

```
104
Properties=species:S:1:pos:R:3
Cl -16.846 -16.377 3.456
C -16.471 -14.705 4.031
C -15.147 -14.200 3.466
Cl -14.361 -13.089 4.669
H -16.351 -14.769 5.112
H -17.264 -14.006 3.763
H -15.252 -13.595 2.565
H -14.426 -15.016 3.419
Cl -19.522 -5.919 -6.593
C -17.894 -5.967 -7.348
C -16.900 -6.285 -6.312
Cl -16.621 -4.791 -5.348
H -17.694 -5.029 -7.866
H -17.819 -6.742 -8.110
H -15.970 -6.510 -6.833
H -17.196 -7.145 -5.711
Cl -17.632 -9.722 -8.126
C -16.216 -9.505 -9.216
C -15.006 -9.990 -8.442
Cl -14.653 -9.002 -7.020
H -16.135 -8.439 -9.424
H -16.490 -10.017 -10.138
H -14.221 -9.761 -9.163
H -14.903 -11.045 -8.187
Cl -14.910 -13.254 -1.874
C -14.466 -12.897 -3.624
C -15.125 -11.563 -4.144
Cl -16.899 -11.934 -4.252
H -14.926 -13.718 -4.174
H -13.380 -12.805 -3.606
H -14.765 -11.251 -5.125
H -14.930 -10.728 -3.471
Cl -18.996 -14.695 -5.799
C -17.614 -15.559 -4.987
C -16.443 -15.492 -5.970
Cl -16.055 -13.844 -6.682
H -17.907 -16.553 -4.650
H -17.319 -14.901 -4.170
H -16.530 -16.204 -6.791
H -15.586 -16.043 -5.581
Cl -13.151 -8.175 4.383
C -13.177 -9.953 4.015
C -13.585 -10.172 2.600
Cl -12.453 -9.393 1.388
H -13.845 -10.339 4.785
H -12.202 -10.429 4.121
H -14.579 -9.818 2.325
H -13.588 -11.223 2.310
Cl -19.386 -11.969 -0.574
C -19.069 -10.626 0.532
C -20.417 -9.715 0.746
Cl -20.209 -8.668 2.199
H -18.333 -10.031 -0.008
H -18.551 -11.096 1.368
H -21.337 -10.275 0.914
H -20.543 -9.022 -0.086
Cl -9.339 -9.929 -7.342
C -11.067 -9.929 -6.752
C -10.971 -10.008 -5.229
Cl -12.484 -9.427 -4.434
H -11.315 -10.872 -7.238
H -11.698 -9.097 -7.065
H -10.212 -9.271 -4.966
H -10.838 -11.045 -4.920
Cl -17.126 -9.028 -2.932
C -15.622 -8.170 -2.350
C -16.017 -7.083 -1.271
Cl -14.433 -6.557 -0.560
H -15.217 -7.618 -3.198
H -14.886 -8.890 -1.993
H -16.535 -7.523 -0.419
H -16.640 -6.348 -1.781
Cl -14.665 -18.778 -5.155
C -13.018 -18.608 -5.993
C -13.073 -18.093 -7.460
Cl -13.625 -16.396 -7.503
H -12.567 -19.593 -5.878
H -12.411 -17.915 -5.411
H -13.554 -18.718 -8.212
H -12.040 -18.119 -7.807
Cl -9.872 -13.602 -6.056
C -8.078 -13.383 -5.874
C -7.677 -13.660 -4.403
Cl -5.989 -13.172 -4.089
H -8.040 -12.341 -6.193
H -7.649 -14.054 -6.618
H -7.786 -14.708 -4.125
H -8.298 -13.110 -3.696
Cl -22.462 -11.429 -7.014
C -21.257 -11.906 -5.767
C -19.903 -11.206 -5.744
Cl -20.211 -9.534 -5.222
H -21.277 -12.995 -5.728
H -21.773 -11.640 -4.845
H -19.301 -11.136 -6.650
H -19.331 -11.779 -5.014
Cl -12.612 -18.980 1.451
C -13.205 -17.310 1.728
C -12.115 -16.344 1.422
Cl -12.741 -14.704 1.186
H -13.455 -17.260 2.788
H -14.116 -17.151 1.151
H -11.549 -16.727 0.572
H -11.307 -16.362 2.154
```

Computed properties:
- Energy: -12986.81120 Ha
- Gap between HOMO and LUMO: 10.00 eV
- Multiplicity: 1
- HOMO level: -10.06 eV

(3)
Density functional theory data (the ωB97M-V functional and the def2-TZVPD basis) for a structure of composition C21H31AsCdFN5O4S.

```
65
Properties=species:S:1:pos:R:3
Cd 0.349 -0.957 -0.483
F 7.240 -1.748 1.165
C 6.639 -0.767 0.459
C 5.295 -0.800 0.252
C 4.692 0.232 -0.483
C 3.259 0.202 -0.718
O 2.550 -0.723 -0.243
C 2.732 1.261 -1.508
C 3.545 2.249 -1.961
N 4.872 2.300 -1.707
C 5.666 3.384 -2.257
C 5.126 4.779 -2.192
C 6.278 4.383 -1.319
C 5.473 1.283 -0.987
C 6.863 1.281 -0.760
C 7.450 0.266 -0.044
N 8.865 0.289 0.185
C 9.595 -0.830 -0.400
C 11.080 -0.528 -0.373
N 11.502 -0.293 1.055
C 10.698 0.807 1.698
C 9.223 0.474 1.588
C 1.234 1.179 -1.684
O 0.547 1.658 -0.761
O 0.796 0.430 -2.602
H 4.687 -1.604 0.642
H 3.162 3.066 -2.557
H 6.226 3.098 -3.138
H 4.175 4.936 -1.702
H 5.310 5.417 -3.043
H 6.069 4.258 -0.265
H 7.265 4.756 -1.555
H 7.492 2.067 -1.147
H 9.292 -0.960 -1.438
H 9.402 -1.779 0.122
H 11.310 0.386 -0.917
H 11.672 -1.353 -0.763
H 12.497 -0.069 1.095
H 11.375 -1.157 1.588
H 10.938 1.722 1.158
H 11.021 0.893 2.734
H 8.658 1.308 2.001
H 8.995 -0.414 2.197
C -2.604 0.611 -1.918
As -2.770 0.569 -0.009
C -4.608 0.256 0.430
C -2.269 2.272 0.711
S -1.661 -1.052 0.868
H -3.326 1.319 -2.323
H -2.808 -0.387 -2.301
H -1.590 0.912 -2.180
H -5.217 1.058 0.013
H -4.713 0.236 1.513
H -4.914 -0.701 0.015
H -2.910 3.040 0.281
H -1.229 2.450 0.450
H -2.397 2.239 1.790
N 1.636 -2.009 -3.704
C 1.089 -2.949 -2.924
N 1.210 -4.243 -3.291
O 0.496 -2.678 -1.857
H 2.039 -2.243 -4.593
H 1.449 -1.034 -3.473
H 1.501 -4.507 -4.215
H 0.721 -4.923 -2.736
```

Computed properties:
- Total charge: +2
- Energy: -4294.74518 Ha
- Gap between HOMO and LUMO: 8.32 eV
- Multiplicity: 1
- HOMO level: -13.09 eV

(4)
Density functional theory data (the ωB97M-V functional and the def2-TZVPD basis) for a structure of composition C8H11NOsPS at a distorted geometry.

```
23
Properties=species:S:1:pos:R:3
C 0.005 -0.094 -1.597
C -0.549 1.205 -2.182
C -1.854 1.435 -1.738
C -2.382 0.289 -1.128
C -1.269 -0.733 -0.822
Os 0.463 -1.030 0.395
P 2.632 -0.698 0.309
H 0.498 -0.670 -2.388
H 0.032 1.910 -2.768
H -2.417 2.352 -1.858
H -1.540 -1.758 -1.072
H -3.395 0.162 -0.816
H 3.321 0.233 1.186
H 3.326 -0.496 -0.939
H 3.078 -2.037 0.697
S -1.841 1.779 3.667
C -0.290 1.156 4.117
C 0.323 0.545 3.043
N -0.434 0.456 1.870
C -1.575 1.183 2.070
H 0.109 1.234 5.130
H 1.302 0.098 3.040
H -2.341 1.354 1.318
```

Computed properties:
- Total charge: +1
- Energy: -1195.92051 Ha
- Gap between HOMO and LUMO (alpha / beta): 6.91 / 7.29 eV
- Multiplicity: 5
- HOMO level (alpha / beta): -11.11 / -12.30 eV

(5)
Density functional theory data (the ωB97M-V functional and the def2-TZVPD basis) for a cluster of 10 separate species, C25H75N15O10 in total at a distorted geometry.

```
125
Properties=species:S:1:pos:R:3
C 26.946 14.397 18.413
O 27.334 13.295 19.167
C 27.277 12.049 18.424
C 28.230 11.875 17.163
C 28.050 10.629 16.321
N 29.587 11.833 17.656
H 26.718 15.189 19.126
H 26.130 14.291 17.698
H 27.835 14.883 18.011
H 27.177 11.256 19.165
H 26.248 12.020 18.065
H 28.179 12.731 16.489
H 28.665 10.785 15.434
H 27.018 10.685 15.977
H 28.281 9.693 16.829
H 29.768 11.398 18.549
H 29.710 12.832 17.746
C 23.413 10.998 23.055
O 22.522 10.348 23.937
C 21.327 11.014 24.357
C 20.537 11.740 23.346
C 19.381 12.544 23.961
N 19.942 10.759 22.478
H 22.887 11.147 22.112
H 24.311 10.398 22.909
H 23.885 11.951 23.295
H 20.863 10.356 25.090
H 21.665 11.778 25.057
H 21.098 12.371 22.656
H 19.185 12.306 25.006
H 18.426 12.253 23.524
H 19.489 13.611 23.762
H 20.667 10.059 22.407
H 19.150 10.317 22.921
C 23.575 16.512 16.741
O 22.483 15.614 16.827
C 22.628 14.415 17.670
C 22.365 14.590 19.153
C 22.507 13.276 19.961
N 21.004 14.925 19.259
H 24.056 16.692 17.703
H 23.198 17.464 16.369
H 24.375 16.129 16.106
H 21.942 13.778 17.111
H 23.613 13.967 17.539
H 22.967 15.381 19.602
H 22.063 12.377 19.534
H 22.221 13.309 21.012
H 23.525 12.939 20.158
H 20.846 15.870 18.938
H 20.770 14.975 20.241
C 22.472 21.128 19.572
O 22.338 20.349 18.370
C 21.072 20.439 17.784
C 20.048 19.443 18.373
C 20.434 17.854 18.391
N 18.867 19.584 17.531
H 21.503 21.128 20.070
H 22.583 22.179 19.302
H 23.256 20.803 20.256
H 20.785 21.489 17.744
H 21.124 20.169 16.729
H 19.865 19.678 19.421
H 21.349 17.805 18.981
H 20.777 17.391 17.465
H 19.713 17.210 18.895
H 19.078 19.036 16.710
H 18.019 19.305 18.004
C 27.157 8.421 20.776
O 26.106 7.708 20.357
C 25.635 8.210 19.077
C 24.481 9.196 19.253
C 23.409 8.533 20.151
N 23.904 9.501 17.909
H 27.520 8.068 21.741
H 26.817 9.407 21.091
H 27.999 8.566 20.099
H 26.322 8.549 18.301
H 25.237 7.294 18.640
H 24.778 10.090 19.802
H 22.617 9.269 20.290
H 23.618 8.271 21.189
H 23.012 7.623 19.700
H 23.748 8.607 17.467
H 23.042 10.002 18.072
N 25.551 20.210 13.683
C 25.150 19.866 14.930
N 23.989 20.407 15.100
O 25.765 19.259 15.734
H 24.834 20.650 13.124
H 26.543 20.082 13.543
H 23.549 20.909 14.342
H 23.462 20.070 15.892
N 18.933 12.475 19.834
C 18.935 12.013 18.602
N 19.476 12.913 17.802
O 18.508 10.925 18.190
H 19.504 13.244 20.155
H 18.740 11.810 20.570
H 19.989 13.660 18.249
H 19.485 12.737 16.807
N 22.819 16.428 13.769
C 22.828 17.124 12.723
N 21.611 17.342 12.357
O 23.805 17.355 12.050
H 21.929 16.146 14.153
H 23.712 16.127 14.133
H 20.868 16.846 12.828
H 21.355 17.791 11.490
N 24.981 19.354 18.726
C 25.664 18.642 19.582
N 24.976 17.775 20.226
O 26.814 18.924 19.862
H 25.451 20.036 18.148
H 23.977 19.245 18.713
H 25.475 17.171 20.864
H 24.021 17.582 19.958
N 22.325 16.303 22.947
C 21.032 16.264 22.661
N 20.361 17.196 23.237
O 20.585 15.314 21.954
H 23.016 15.769 22.440
H 22.644 17.147 23.399
H 19.367 17.242 23.062
H 20.711 17.878 23.894
```

Computed properties:
- SMILES string: COC[C@H](C)N.COC[C@H](C)N.COC[C@H](C)N.COC[C@H](C)N.COC[C@H](C)N.NC(N)=O.NC(N)=O.NC(N)=O.NC(N)=O.NC(N)=O
- Energy: -2571.15661 Ha
- Gap between HOMO and LUMO: 8.50 eV
- Multiplicity: 1
- HOMO level: -8.84 eV

(6)
Density functional theory data (the ωB97M-V functional and the def2-TZVPD basis) for a structure of composition C20H32IrN4OS4.

```
62
Properties=species:S:1:pos:R:3
Ir 0.147 -0.115 0.120
C 1.540 -2.000 -2.828
C 0.398 -3.002 -3.048
S -1.038 -2.215 -3.774
C -2.416 -2.645 -2.719
C -2.889 -1.499 -1.812
S -2.013 -1.067 -0.270
C -2.028 -2.676 0.587
C -1.254 -2.566 1.881
S 0.412 -1.894 1.635
C 1.224 -3.206 0.665
C 2.349 -2.597 -0.145
S 1.809 -1.219 -1.209
H 1.505 -1.171 -3.538
H 2.488 -2.509 -3.018
H 0.104 -3.566 -2.166
H 0.717 -3.721 -3.817
H -2.193 -3.568 -2.187
H -3.231 -2.847 -3.426
H -3.880 -1.788 -1.449
H -3.037 -0.567 -2.358
H -1.621 -3.454 -0.057
H -3.075 -2.907 0.791
H -1.154 -3.540 2.365
H -1.740 -1.894 2.591
H 0.490 -3.709 0.040
H 1.618 -3.925 1.386
H 2.835 -3.344 -0.774
H 3.120 -2.171 0.499
C 3.890 1.561 1.782
C 2.461 1.127 1.851
O 1.950 0.652 0.785
N 1.822 1.294 2.991
C 0.452 0.922 3.346
C -0.631 1.637 2.583
C -1.311 2.661 3.221
C -2.351 3.324 2.588
C -2.686 2.930 1.304
C -1.970 1.912 0.713
N -0.957 1.259 1.321
H 4.416 0.989 1.022
H 4.394 1.457 2.741
H 3.925 2.616 1.499
H 2.378 1.683 3.741
H 0.341 1.174 4.398
H 0.338 -0.157 3.290
H -1.028 2.930 4.230
H -2.888 4.119 3.090
H -3.493 3.401 0.758
H -2.212 1.609 -0.294
C 1.090 3.461 -0.179
C 0.491 2.685 -1.296
N 0.095 1.409 -1.331
C -0.408 1.183 -2.607
C -0.314 2.319 -3.337
N 0.248 3.238 -2.495
H 2.145 3.215 -0.069
H 0.569 3.262 0.757
H 1.011 4.527 -0.386
H -0.823 0.235 -2.895
H -0.593 2.552 -4.351
H 0.459 4.198 -2.736
```

Computed properties:
- Total charge: +4
- Energy: -2771.24925 Ha
- Gap between HOMO and LUMO (alpha / beta): 8.73 / 4.69 eV
- Multiplicity: 2
- HOMO level (alpha / beta): -20.52 / -20.51 eV

(7)
Density functional theory data (the ωB97M-V functional and the def2-TZVPD basis) for an isolated molecule of C5H5N3 at a distorted geometry.

```
13
Properties=species:S:1:pos:R:3
C -1.377 -1.117 -0.132
N -2.154 -0.066 -0.559
N -1.472 1.008 0.267
C -0.125 0.743 0.397
C 1.156 1.105 -0.135
C 1.796 -0.123 -0.326
N 1.170 -1.225 -0.101
C 0.006 -0.734 0.656
H -1.822 -2.145 -0.306
H -1.720 1.577 -0.526
H 1.778 2.166 -0.141
H 2.867 -0.146 -0.783
H -0.106 -1.042 1.689
```

Computed properties:
- SMILES string: C1=NNC2=CC=N[C@H]12
- Energy: -357.60756 Ha
- Gap between HOMO and LUMO: 8.20 eV
- Multiplicity: 1
- HOMO level: -8.63 eV

Results for energy relative to the best compared isomer or geometry (same formula, charge and spin): 0.0 231.6 36.1 23.5 680.5 7.2 433.4 (in kJ/mol, following the order of the records).